A cluster of 2 separate species, CBrClFN3 in total in a non-equilibrium geometry. Source: OMol25; level of theory: wB97M-V/def2-TZVPD.

The geometry in XYZ format:
```
7
Properties=species:S:1:pos:R:3:mulliken_charge:R:1
C -0.351 -0.659 -0.206 0.527
N -1.075 -1.046 0.583 -0.313
N 0.413 -0.235 -1.132 -0.007
N 1.415 -0.664 -1.639 -0.135
F -0.938 2.191 0.925 -0.279
Cl 2.037 -2.179 -1.186 -0.065
Br -1.502 2.592 2.655 0.272
```

DFT total energy	-90784.262	eV
Kohn-Sham gap	8.7	eV
highest occupied orbital energy	-10.7	eV
charge	0
structure (SMILES)	N#C/N=N\Cl.FBr
lowest unoccupied orbital energy	-0.07428	Ha